Entry 1:
{
  "formula": "C5H14N2",
  "method": "ωB97M-V/def2-TZVPD",
  "elements": ["H", "H", "N", "N", "H", "C", "H", "H", "H", "H", "C", "H", "H", "H", "H", "H", "C", "C", "H", "H", "C"],
  "xyz": [[1.021, -1.770, -0.812], [-1.114, -0.338, -2.153], [-0.350, -0.545, 2.491], [0.667, -0.864, -1.153], [-0.768, 0.385, 2.450], [-0.475, -1.197, -2.004], [-1.297, 0.950, -0.846], [1.127, 2.403, -1.333], [1.239, 0.281, 0.736], [-0.184, -1.528, -3.000], [0.513, 2.449, -0.420], [1.196, 2.412, 0.393], [0.014, 3.412, -0.437], [0.610, -0.400, 2.841], [-0.997, 1.466, 0.754], [-1.121, -1.398, 0.643], [0.429, -0.077, 0.069], [-0.201, -1.051, 1.104], [-1.151, -1.958, -1.569], [0.635, -1.790, 1.339], [-0.479, 1.182, -0.153]],
  "mulliken_charge": [0.45, 0.15, -0.73, 0.42, 0.16, -1.68, 0.20, 0.34, -0.69, 0.82, -1.94, 0.75, 0.47, 1.14, 0.66, 0.65, -0.84, -2.24, 0.28, 0.95, -0.31],
  "homo_ev": [1.456, -4.669],
  "largest_force_ha_per_bohr": 0.0561,
  "charge": -1,
  "spin_multiplicity": 2,
  "lumo_ha": [0.1518, 0.1441],
  "total_energy_ev": -8389.3488,
  "orbital_gap_ev": [2.67, 8.59],
  "e_above_lowest_kcal_mol": 37.7
}

=====

Entry 2:
{
  "formula": "C5H14N2",
  "method": "ωB97M-V/def2-TZVPD",
  "elements": ["H", "H", "H", "H", "N", "C", "C", "H", "N", "H", "C", "H", "H", "H", "H", "C", "H", "H", "H", "C", "H"],
  "xyz": [[2.672, 1.410, -1.551], [4.466, 0.720, 1.175], [1.416, -1.025, -0.220], [5.175, -0.724, 1.535], [-4.260, 0.184, -0.099], [1.821, 1.649, 0.344], [2.155, 0.889, -0.748], [-3.232, -1.198, 1.164], [4.724, -0.188, 0.805], [-3.972, -0.710, -1.983], [-4.189, -0.673, 1.029], [-2.886, 0.591, -1.621], [3.837, -0.622, 0.560], [-4.418, -0.119, 1.942], [1.836, 2.728, 0.278], [2.023, -0.470, -0.925], [2.287, -0.862, -1.894], [1.597, 1.207, 1.308], [-4.921, -1.500, 0.946], [-3.416, -0.237, -1.143], [-2.717, -1.049, -0.901]],
  "mulliken_charge": [0.25, 0.24, 0.36, 0.22, -0.33, -0.76, 0.26, 0.28, -0.63, 0.29, -0.66, 0.25, 0.20, 0.26, 0.25, -0.95, 0.27, 0.31, 0.28, -0.65, 0.25],
  "homo_ev": -5.653,
  "largest_force_ha_per_bohr": 0.0213,
  "spin_multiplicity": 1,
  "lumo_ha": -0.1225,
  "total_energy_ev": -8384.9070,
  "orbital_gap_ev": 2.32,
  "e_above_lowest_kcal_mol": 177.8
}

=====

Entry 3:
{
  "formula": "C5H14N2",
  "method": "ωB97M-V/def2-TZVPD",
  "elements": ["H", "C", "H", "N", "H", "H", "H", "H", "H", "H", "C", "H", "C", "C", "N", "C", "H", "H", "H", "H", "H"],
  "xyz": [[0.052, -1.958, 0.699], [-2.137, -1.533, 0.585], [-1.009, 0.642, 0.033], [-0.358, -0.116, -0.125], [-0.651, -0.750, 1.883], [1.781, -0.352, 0.123], [3.360, 1.403, -0.525], [0.807, 2.208, -1.113], [2.844, 2.676, -1.574], [-2.331, -2.594, 0.535], [-0.746, -1.118, 0.853], [-2.787, -0.836, 2.474], [1.056, 0.394, -0.012], [2.834, 1.611, -1.495], [-3.071, -1.075, 1.585], [1.336, 1.200, -1.345], [-4.002, -1.499, 1.445], [-2.498, -1.151, -0.478], [1.178, 1.020, 0.785], [0.917, 0.814, -2.148], [3.423, 1.013, -2.183]],
  "mulliken_charge": [0.29, -0.44, 0.24, -0.32, 0.31, 0.53, 0.30, 0.17, 0.32, 0.27, -0.43, 0.14, -1.04, -1.11, -0.48, -0.50, 0.19, 0.23, 0.41, 0.60, 0.32],
  "homo_ev": -8.367,
  "smiles": "CCCNCCN",
  "largest_force_ha_per_bohr": 0.1390,
  "spin_multiplicity": 1,
  "lumo_ha": 0.0423,
  "total_energy_ev": -8390.3639,
  "orbital_gap_ev": 9.52,
  "e_above_lowest_kcal_mol": 52.0
}

=====

Entry 4:
{
  "formula": "C5H14N2",
  "method": "ωB97M-V/def2-TZVPD",
  "elements": ["C", "H", "H", "C", "H", "H", "H", "H", "C", "H", "H", "H", "N", "C", "H", "H", "C", "H", "H", "N", "H"],
  "xyz": [[0.476, -1.015, 0.019], [-1.192, 0.318, -0.148], [-0.050, -2.751, 1.285], [-0.523, -1.972, 0.678], [0.720, 0.193, -3.128], [-0.314, 2.225, 0.948], [0.644, -1.366, -0.996], [1.379, -1.096, 0.598], [0.244, 1.303, 1.090], [1.324, 1.280, 1.142], [-1.028, -2.609, -0.035], [-0.570, 1.395, -3.168], [0.347, 1.145, -1.289], [-0.141, 0.587, -2.587], [-0.815, -0.248, -2.466], [1.353, 1.015, -1.323], [-0.104, 0.404, -0.115], [-1.321, -1.540, 1.271], [0.547, 0.580, 2.980], [-0.254, 0.701, 2.369], [-0.723, 1.452, 2.874]],
  "mulliken_charge": [-0.37, 0.33, 0.34, -1.30, 0.35, 0.36, 0.39, 0.31, -0.84, 0.35, 0.37, 0.31, -0.49, -0.95, 0.30, 0.30, -0.04, 0.34, 0.21, -0.51, 0.24],
  "homo_ev": -8.781,
  "smiles": "CC[C@@H](CN)NC",
  "largest_force_ha_per_bohr": 0.0435,
  "spin_multiplicity": 1,
  "lumo_ha": 0.0397,
  "total_energy_ev": -8391.3411,
  "orbital_gap_ev": 9.86,
  "e_above_lowest_kcal_mol": 29.5
}

=====

Entry 5:
{
  "formula": "C5H14N2",
  "method": "ωB97M-V/def2-TZVPD",
  "elements": ["C", "H", "H", "H", "H", "N", "H", "H", "C", "C", "H", "H", "H", "H", "H", "C", "H", "C", "H", "N", "H"],
  "xyz": [[-0.201, 1.035, -0.883], [-0.669, -0.876, -1.748], [1.045, -0.677, -1.242], [0.940, 3.875, 0.325], [-1.283, 1.318, -1.058], [0.361, 1.701, 0.254], [-0.778, -3.385, 0.429], [0.690, -1.893, 2.137], [0.886, -1.482, 1.156], [0.000, -0.490, -0.958], [-0.131, -3.031, -0.876], [1.658, -1.763, 0.444], [1.141, -0.449, 1.423], [0.613, 1.418, 1.173], [-1.284, -1.010, 0.844], [-0.401, -1.313, 0.274], [-0.455, 3.318, 1.252], [0.085, 3.192, 0.306], [0.263, 1.405, -1.798], [-0.865, -2.646, -0.275], [-0.580, 3.314, -0.562]],
  "mulliken_charge": [-0.54, 0.35, 0.25, 0.23, 0.38, -0.18, 0.25, 0.38, -1.12, -0.91, 0.26, 0.35, 0.19, 0.20, 0.25, 0.39, 0.31, -0.92, 0.34, -0.78, 0.33],
  "homo_ev": -8.172,
  "smiles": "CNCC[C@H](C)N",
  "largest_force_ha_per_bohr": 0.0634,
  "spin_multiplicity": 1,
  "lumo_ha": 0.0419,
  "total_energy_ev": -8390.6802,
  "orbital_gap_ev": 9.31,
  "e_above_lowest_kcal_mol": 44.7
}

=====

Entry 6:
{
  "formula": "C5H14N2",
  "method": "ωB97M-V/def2-TZVPD",
  "elements": ["H", "N", "H", "H", "H", "H", "H", "H", "H", "H", "C", "H", "H", "H", "C", "H", "H", "C", "C", "C", "N"],
  "xyz": [[1.966, -0.242, -0.786], [1.988, -2.395, -1.008], [0.613, 1.000, 0.583], [1.861, -0.854, -2.346], [2.976, -2.276, -0.785], [-1.919, 1.162, -0.251], [-0.259, 0.594, 2.044], [-1.595, 2.764, 2.198], [-0.518, 3.119, 0.807], [1.605, -2.741, -0.137], [-0.429, -0.894, 0.407], [-0.475, -1.893, -1.451], [-0.499, -0.349, -1.801], [-2.178, 3.269, 0.559], [-1.467, 2.667, 1.117], [-1.462, -1.230, 0.499], [0.194, -1.483, 1.093], [-0.006, -0.991, -1.053], [1.475, -1.032, -1.331], [-0.313, 0.530, 0.953], [-1.561, 1.276, 0.691]],
  "mulliken_charge": [0.29, -0.64, 0.25, 0.32, 0.23, 0.23, 0.40, 0.23, 0.31, 0.24, -0.53, 0.35, 0.38, 0.35, -0.89, 0.33, 0.26, -0.72, -0.47, -0.57, -0.34],
  "homo_ev": -8.662,
  "smiles": "CNCCCCN",
  "largest_force_ha_per_bohr": 0.0398,
  "spin_multiplicity": 1,
  "lumo_ha": 0.0416,
  "total_energy_ev": -8391.3685,
  "orbital_gap_ev": 9.79,
  "e_above_lowest_kcal_mol": 28.8
}

=====

Entry 7:
{
  "formula": "C5H14N2",
  "method": "ωB97M-V/def2-TZVPD",
  "elements": ["N", "H", "H", "H", "H", "H", "H", "H", "H", "C", "C", "N", "H", "C", "H", "C", "H", "H", "H", "H", "C"],
  "xyz": [[-2.166, -2.521, 0.065], [1.162, 1.204, -1.810], [-0.078, -2.524, 0.226], [0.846, 3.081, 0.308], [1.391, -0.410, 0.637], [2.411, 1.282, -0.635], [-0.501, 0.693, 1.522], [1.597, -1.019, -1.116], [-0.369, 2.177, -0.536], [1.332, 1.055, -0.721], [1.054, -0.415, -0.400], [-0.364, -0.760, -0.467], [1.023, 1.557, 2.136], [-0.873, -2.164, -0.427], [-0.652, -2.526, -1.433], [0.536, 2.064, 0.106], [-0.824, -0.190, -1.171], [-0.429, 2.418, 2.042], [-2.392, -1.907, 0.838], [-2.808, -2.696, -0.690], [0.102, 1.600, 1.527]],
  "mulliken_charge": [-0.49, 0.37, 0.30, 0.40, 0.33, 0.31, 0.24, 0.42, 0.19, -0.82, -0.70, -0.20, 0.27, -0.62, 0.37, -0.36, 0.18, 0.40, 0.23, 0.24, -1.06],
  "homo_ev": -8.427,
  "smiles": "CCCCNCN",
  "largest_force_ha_per_bohr": 0.0655,
  "spin_multiplicity": 1,
  "lumo_ha": 0.0411,
  "total_energy_ev": -8390.9307,
  "orbital_gap_ev": 9.55,
  "e_above_lowest_kcal_mol": 38.9
}

=====

Entry 8:
{
  "formula": "C5H14N2",
  "method": "ωB97M-V/def2-TZVPD",
  "elements": ["H", "H", "H", "H", "H", "H", "H", "C", "C", "H", "H", "H", "C", "C", "H", "H", "H", "N", "H", "N", "C"],
  "xyz": [[2.216, 0.209, -0.701], [0.084, 2.331, -0.391], [2.263, -1.417, -0.019], [-0.942, -1.833, -0.050], [0.542, -0.863, 1.362], [-1.855, -0.713, 0.940], [3.501, -0.497, 1.878], [-1.354, -0.826, -0.007], [-2.465, -0.700, -1.061], [3.561, 0.888, 1.042], [-2.479, -1.536, -1.765], [-2.407, 0.128, -1.750], [2.088, -0.357, 0.220], [-0.709, 1.683, -0.015], [-3.460, -0.689, -0.628], [0.131, 0.145, -1.135], [-0.965, 2.052, 0.977], [3.295, -0.084, 0.985], [-1.597, 1.870, -0.617], [0.823, -0.029, 0.855], [-0.272, 0.237, -0.119]],
  "mulliken_charge": [0.39, 0.31, 0.27, 0.34, 0.34, 0.36, 0.19, -0.47, -1.25, 0.20, 0.33, 0.37, -0.37, -1.51, 0.29, 0.13, 0.36, -0.58, 0.37, -0.55, 0.46],
  "homo_ev": -8.963,
  "smiles": "CC[C@@H](C)NCN",
  "largest_force_ha_per_bohr": 0.0356,
  "spin_multiplicity": 1,
  "lumo_ha": 0.0419,
  "total_energy_ev": -8391.6415,
  "orbital_gap_ev": 10.10,
  "e_above_lowest_kcal_mol": 22.5
}

=====

Entry 9:
{
  "formula": "C5H14N2",
  "method": "ωB97M-V/def2-TZVPD",
  "elements": ["H", "H", "C", "H", "H", "C", "H", "N", "H", "H", "C", "H", "H", "H", "H", "C", "H", "N", "C", "H", "H"],
  "xyz": [[-1.819, -1.354, 0.045], [1.450, -1.261, 1.472], [1.869, 0.118, 0.058], [-3.044, 0.257, 1.138], [1.813, 1.112, -0.362], [-1.044, -0.012, -1.504], [3.743, 0.039, 0.931], [-2.704, 0.504, 0.204], [-2.680, 1.528, 0.163], [-3.530, 0.302, -0.371], [0.981, -0.545, 0.802], [-0.126, -0.526, -1.758], [-1.823, -0.279, -2.229], [3.563, -1.321, 0.104], [-0.197, 1.130, 0.929], [-0.400, 0.063, 0.952], [3.769, 0.050, -0.756], [3.309, -0.329, 0.077], [-1.466, -0.339, -0.085], [-0.784, -0.181, 1.950], [-0.881, 1.043, -1.759]],
  "mulliken_charge": [0.26, 0.40, -0.41, 0.38, 0.40, -1.48, 0.38, -0.39, 0.36, 0.38, -0.43, 0.40, 0.43, 0.38, 0.41, -0.88, 0.39, -0.31, 0.46, 0.49, 0.40],
  "homo_ev": -18.655,
  "smiles": "C[C@H]([NH3+])C/C=C/[NH3+]",
  "largest_force_ha_per_bohr": 0.0371,
  "charge": 2,
  "spin_multiplicity": 1,
  "lumo_ha": -0.2576,
  "total_energy_ev": -8375.0261,
  "orbital_gap_ev": 11.64,
  "e_above_lowest_kcal_mol": 7.5
}

=====

Entry 10:
{
  "formula": "C5H14N2",
  "method": "ωB97M-V/def2-TZVPD",
  "elements": ["H", "C", "H", "C", "H", "H", "H", "H", "C", "H", "H", "H", "C", "H", "H", "C", "N", "H", "N", "H", "H"],
  "xyz": [[2.734, -0.393, -1.067], [0.182, -1.338, -1.409], [0.008, -0.336, -1.866], [-1.152, 1.705, 0.928], [-2.855, 2.655, 0.189], [-3.076, 2.679, 1.708], [0.621, -1.908, -2.208], [1.026, -2.088, 0.472], [1.024, -1.238, -0.158], [-0.661, 2.711, 0.819], [1.221, 0.136, 1.643], [-0.734, -1.936, -1.089], [-0.764, 0.370, 0.639], [2.469, -2.130, -1.320], [3.116, -1.466, 0.132], [0.701, 0.176, 0.616], [2.557, -1.331, -0.656], [-3.258, 1.222, 1.049], [-2.667, 2.041, 0.981], [-1.538, -0.394, 0.696], [1.046, 0.863, -0.099]],
  "mulliken_charge": [0.36, -1.31, 0.32, -0.41, 0.38, 0.40, 0.58, 0.43, -0.20, 0.35, 0.38, 0.33, -0.22, 0.37, 0.33, -0.57, -0.30, 0.35, -0.35, 0.33, 0.45],
  "homo_ev": -18.243,
  "smiles": "C[C@@H]([NH3+])C/C=C/[NH3+]",
  "largest_force_ha_per_bohr": 0.1211,
  "charge": 2,
  "spin_multiplicity": 1,
  "lumo_ha": -0.2628,
  "total_energy_ev": -8373.8539,
  "orbital_gap_ev": 11.09,
  "e_above_lowest_kcal_mol": 34.5
}

=====

Entry 11:
{
  "formula": "C5H14N2",
  "method": "ωB97M-V/def2-TZVPD",
  "elements": ["H", "C", "H", "H", "H", "H", "H", "H", "H", "H", "H", "C", "H", "H", "N", "C", "C", "H", "H", "N", "C"],
  "xyz": [[-1.102, 2.017, 1.111], [1.738, 0.700, 1.502], [2.443, 0.007, 1.052], [2.056, 1.483, 2.190], [-0.198, -2.755, -1.458], [-0.048, -1.577, 0.913], [-0.674, -1.718, -2.694], [-1.267, 0.996, 2.513], [-0.102, 2.136, 2.420], [-1.368, 0.555, -2.119], [0.407, 0.914, -2.637], [-0.179, -0.590, 0.430], [-1.256, -0.422, 0.430], [1.128, -1.030, -1.237], [-0.669, -1.873, -1.676], [0.346, 0.487, 1.286], [0.098, -0.680, -1.146], [-0.184, 1.396, -1.171], [-1.665, -1.851, -1.426], [-0.626, 1.454, 1.837], [-0.314, 0.576, -1.891]],
  "mulliken_charge": [0.41, -0.70, 0.33, 0.32, 0.37, 0.54, 0.39, 0.43, 0.44, 0.46, 0.37, -0.93, 0.49, 0.44, -0.30, 0.49, 0.13, 0.34, 0.37, -0.17, -1.22],
  "homo_ev": [-24.910, -24.974],
  "largest_force_ha_per_bohr": 0.0423,
  "charge": 3,
  "spin_multiplicity": 2,
  "lumo_ha": [-0.5321, -0.6652],
  "total_energy_ev": -8356.1768,
  "orbital_gap_ev": [10.43, 6.87],
  "e_above_lowest_kcal_mol": 2.5
}

=====

Entry 12:
{
  "formula": "C5H14N2O",
  "method": "ωB97M-V/def2-TZVPD",
  "elements": ["H", "O", "H", "H", "H", "C", "N", "H", "H", "C", "H", "H", "H", "H", "H", "C", "C", "H", "H", "H", "N", "C"],
  "xyz": [[1.554, -0.857, 0.183], [-0.304, -3.002, -1.907], [-2.002, 1.654, 1.612], [-1.349, -0.205, -0.670], [0.475, 2.413, 2.554], [0.560, 1.890, 1.588], [0.115, 0.971, -1.487], [0.199, 2.587, 0.826], [1.692, -2.583, -1.818], [0.744, -2.058, -1.925], [0.744, -1.460, -2.846], [1.619, 1.707, 1.397], [-0.568, 1.589, -1.892], [1.101, 1.163, -1.577], [-1.137, -2.513, -1.914], [-0.222, 0.602, 1.563], [0.518, -1.005, -0.090], [0.187, -0.128, 2.264], [-1.999, 0.332, 2.614], [0.001, -1.826, 0.384], [-1.644, 0.716, 1.743], [-0.285, 0.012, -0.602]],
  "mulliken_charge": [0.37, -0.50, 0.18, 0.35, 0.43, -1.36, -0.35, 0.32, 0.29, -0.48, 0.25, 0.30, 0.22, 0.22, 0.31, 0.02, -0.96, 0.39, 0.20, 0.32, -0.55, 0.04],
  "homo_ev": -5.703,
  "largest_force_ha_per_bohr": 0.1092,
  "spin_multiplicity": 1,
  "lumo_ha": 0.0328,
  "total_energy_ev": -10434.8408,
  "orbital_gap_ev": 6.60,
  "e_above_lowest_kcal_mol": 142.7
}